An isolated molecule of C4H2N2OS, computed with wB97M-V/def2-TZVPD.

For the HOMO-LUMO gap, the calculation gives 9.9479 eV. As for the structure (SMILES): N#CSc1cnco1. The LUMO energy is 0.092 eV. The HOMO energy is -0.3622 Ha. As for the energy relative to the best compared isomer or geometry (same formula, charge and spin): 0.000 eV. The value obtained for the total energy is -20041.439 eV. As for the net charge: 0.

Element x y z (Å)
C -2.4499 -0.5734 -1.1635
C 0.1776 0.9863 0.5538
C 1.9447 -0.1983 0.2799
C -0.1791 -0.3146 0.2976
N -2.9450 0.0458 -2.0023
N 1.5380 0.9880 0.5466
O 0.9454 -1.1130 0.1049
S -1.6616 -1.2338 0.3029
H -0.3230 1.8436 1.0115
H 2.9529 -0.4306 0.0686

---

A cluster of 14 separate species, C84H210N7O28P7 in total, computed with wB97M-V/def2-TZVPD.

For the HOMO-LUMO gap, the calculation gives 8.1674 eV. The LUMO energy is 0.331 eV. The HOMO energy is -0.2880 Ha. As for the energy relative to the best compared isomer or geometry (same formula, charge and spin): 1.297 eV. The value obtained for the total energy is -223308.905 eV. As for the net charge: 0.

Element x y z (Å)
C 8.3058 6.4535 -0.1723
C 7.7263 5.8109 1.1428
N 6.3545 5.4102 1.1593
C 5.7656 5.1769 2.4444
C 4.2115 5.1248 2.4508
C 5.8871 4.5464 0.0799
C 6.2617 3.0822 0.3203
H 9.0310 7.2032 0.1550
H 7.5052 6.9869 -0.6624
H 8.7561 5.6904 -0.8120
H 8.4992 5.0732 1.4445
H 7.9278 6.4961 1.9571
H 6.0500 4.2188 2.8824
H 5.9808 6.0411 3.0576
H 3.7376 4.2807 1.8633
H 3.8440 4.9337 3.4640
H 3.8606 6.1187 2.0457
H 6.1017 4.8855 -0.9490
H 4.7699 4.6728 0.1969
H 5.8862 2.4155 -0.5346
H 5.8495 2.7089 1.2638
H 7.3384 2.9139 0.2865
C -1.3755 4.2554 -3.0159
C -1.1184 3.9924 -4.4585
N -1.0425 5.1874 -5.2982
C -0.3650 4.8007 -6.4792
C 1.0863 4.5302 -6.3903
C -2.3195 5.8577 -5.5374
C -3.3042 5.0273 -6.3596
H -2.1572 5.0898 -2.9527
H -0.4707 4.6258 -2.4697
H -1.7694 3.3110 -2.5680
H -0.1619 3.4324 -4.5979
H -2.0249 3.4707 -4.8042
H -0.7377 3.9353 -7.0166
H -0.5130 5.5769 -7.2268
H 1.4615 4.5732 -7.3999
H 1.6918 5.3079 -5.9409
H 1.3913 3.6165 -5.8604
H -2.1522 6.8131 -6.0787
H -2.7362 6.1053 -4.5550
H -2.7930 4.7272 -7.2839
H -4.1515 5.5759 -6.6055
H -3.6249 4.0738 -5.9021
C -3.5396 -6.0053 2.8179
C -3.2795 -5.3390 1.4520
N -2.8947 -6.3135 0.4264
C -1.4808 -6.6475 0.4902
C -1.3208 -8.1128 0.1139
C -3.3928 -5.9523 -0.8711
C -2.8126 -4.5339 -1.3025
H -3.9734 -7.0570 2.7216
H -4.1476 -5.4633 3.5117
H -2.5088 -6.0770 3.1834
H -4.0636 -4.7677 0.9724
H -2.4196 -4.6528 1.5747
H -0.7519 -6.0793 -0.1121
H -1.0532 -6.5801 1.5113
H -0.2654 -8.4629 0.3778
H -1.9530 -8.8551 0.5942
H -1.4744 -8.3254 -0.9423
H -4.4582 -5.8330 -0.7924
H -3.1048 -6.7235 -1.5521
H -3.6922 -4.0944 -1.6188
H -2.0732 -4.5549 -2.1206
H -2.3856 -3.9538 -0.4753
C 0.1105 9.6054 3.3211
C -1.0010 8.8183 2.5118
N -0.5030 7.8969 1.4655
C 0.2659 6.7761 2.0509
C 0.9072 5.9027 0.9037
C -1.6071 7.4995 0.5485
C -1.3684 7.8967 -0.8962
H 0.2300 9.0681 4.3498
H -0.2707 10.6065 3.4804
H 1.0433 9.7020 2.7730
H -1.7014 8.2663 3.1964
H -1.5827 9.5194 1.9443
H -0.3481 6.1608 2.7844
H 1.1404 7.1803 2.7206
H 1.2974 6.4744 0.0732
H 0.1770 5.2469 0.3296
H 1.6693 5.1692 1.2286
H -1.7235 6.3943 0.5429
H -2.6103 7.8406 0.8743
H -0.3476 7.5454 -1.1908
H -2.1630 7.5621 -1.6113
H -1.3328 9.0398 -1.0203
C -7.2780 3.2124 -2.3314
C -6.0060 3.7547 -1.6320
N -6.2235 4.5968 -0.4914
C -6.6415 3.9838 0.7391
C -5.6783 2.9003 1.3085
C -5.0934 5.5958 -0.3476
C -5.3844 6.8979 -1.0789
H -8.0444 3.9506 -2.4440
H -7.7478 2.3897 -1.7698
H -7.0276 2.7473 -3.2947
H -5.4076 2.8073 -1.4299
H -5.4987 4.4228 -2.3131
H -6.8063 4.8408 1.4186
H -7.6040 3.5292 0.6552
H -4.7408 3.3274 1.8144
H -6.0976 2.2698 2.0735
H -5.4247 2.2877 0.4313
H -4.0618 5.1652 -0.5736
H -5.0579 5.9033 0.7619
H -5.4468 6.8219 -2.1470
H -4.5039 7.5145 -0.9422
H -6.2671 7.3689 -0.6406
C -3.4656 0.0297 3.5347
C -2.8113 1.3961 3.3480
N -2.6312 2.0801 4.6172
C -1.8593 3.3471 4.6061
C -0.4142 3.2834 4.1368
C -3.8409 2.2823 5.4002
C -3.5709 2.2940 6.9605
H -4.5619 0.0521 3.5526
H -3.2269 -0.4527 4.4890
H -3.0754 -0.6698 2.7823
H -1.8283 1.1025 2.9728
H -3.2501 1.9648 2.5182
H -2.3897 4.0674 3.8847
H -2.0044 3.8052 5.5654
H 0.0295 4.3017 4.2011
H 0.2664 2.6931 4.6700
H -0.3855 2.9695 3.0735
H -4.5098 1.4738 5.1672
H -4.3653 3.2243 5.0573
H -2.9352 1.4184 7.3333
H -4.5621 2.2134 7.4243
H -3.1442 3.2596 7.2243
C -3.4055 -0.3162 -2.5204
C -3.1167 0.7644 -1.4516
N -1.6891 0.7542 -1.1324
C -1.3173 1.7785 -0.1740
C 0.1824 2.1227 -0.1926
C -1.2471 -0.6632 -0.7029
C -2.0058 -1.2507 0.4518
H -4.3935 -0.1714 -3.0415
H -3.3572 -1.3403 -2.1404
H -2.6445 -0.2709 -3.2859
H -3.2800 1.7809 -1.8099
H -3.8526 0.6880 -0.6266
H -1.8641 2.7122 -0.4914
H -1.6269 1.6011 0.8515
H 0.3027 3.0781 0.3261
H 0.7424 1.3647 0.3820
H 0.5439 2.1553 -1.2023
H -0.1446 -0.5127 -0.5255
H -1.2840 -1.3495 -1.5301
H -1.7838 -0.6136 1.3466
H -1.5897 -2.2394 0.7017
H -3.0750 -1.4824 0.2857
C 0.1090 -0.5360 6.4982
C 0.1968 -0.2781 4.9766
O 0.3497 -1.5435 4.2394
P 1.8225 -2.2413 4.1321
O 2.9494 -1.2484 3.9553
O 1.8946 -3.0387 5.4556
C 0.8721 -4.0284 5.7718
C 1.4402 -4.9562 6.7622
O 1.6049 -3.3604 3.0381
C 1.6221 -2.8591 1.6508
C 1.6249 -4.0395 0.6741
H -0.4777 0.2518 6.9346
H -0.3918 -1.4645 6.6958
H 1.1185 -0.4590 6.9560
H -0.6304 0.2581 4.5739
H 1.0696 0.3532 4.8020
H -0.0158 -3.4663 6.0971
H 0.5426 -4.5520 4.7813
H 1.5622 -4.4575 7.6945
H 0.8057 -5.8744 6.9008
H 2.4438 -5.2589 6.4224
H 0.7618 -2.2100 1.4884
H 2.5254 -2.2429 1.5017
H 1.5156 -3.6254 -0.3417
H 2.5319 -4.5749 0.8122
H 0.8349 -4.7190 0.9129
C -4.9320 -10.0354 -2.2162
C -5.6294 -8.7275 -2.6614
O -4.7744 -7.8671 -3.4525
P -5.2441 -6.4944 -4.2109
O -5.9642 -6.7823 -5.4449
O -5.8729 -5.5598 -3.0675
C -6.8584 -4.5584 -3.6230
C -8.1846 -4.8713 -3.0553
O -3.8460 -5.7653 -4.2730
C -2.9956 -5.9589 -5.5663
C -3.1561 -4.8102 -6.4825
H -3.9737 -9.8303 -1.7510
H -5.6495 -10.5761 -1.6781
H -4.7549 -10.6879 -3.0782
H -6.4545 -9.0045 -3.3916
H -5.9890 -8.2225 -1.7760
H -6.4747 -3.5329 -3.3444
H -6.9432 -4.7051 -4.7162
H -8.1300 -4.7132 -1.9817
H -8.8605 -4.1350 -3.4094
H -8.5397 -5.8727 -3.2149
H -2.0235 -6.0577 -5.0852
H -3.2084 -6.9019 -5.9477
H -2.4855 -4.9777 -7.2791
H -4.1607 -4.8077 -6.9436
H -2.7694 -3.8327 -6.0499
C -9.2864 0.2777 0.9552
C -9.9593 -0.5441 2.0405
O -9.3477 -1.7787 2.2931
P -7.8941 -1.8264 3.0375
O -7.2030 -0.5203 3.3430
O -8.1951 -2.7429 4.2793
C -7.2787 -3.0848 5.3156
C -6.7336 -4.4851 5.1587
O -7.0559 -2.8135 2.1027
C -6.1348 -2.2720 1.2158
C -6.2982 -2.9698 -0.0941
H -9.0592 -0.3980 0.0828
H -9.9912 1.0906 0.6221
H -8.3921 0.8013 1.3495
H -10.0161 0.0800 2.9315
H -10.9786 -0.7983 1.7660
H -6.5054 -2.4107 5.2226
H -7.7740 -2.8993 6.2379
H -7.5151 -5.2212 5.2584
H -6.3520 -4.4802 4.1982
H -5.9042 -4.7467 5.9161
H -6.2311 -1.2091 1.1640
H -5.2069 -2.6004 1.6004
H -5.4291 -2.7745 -0.7705
H -6.3436 -4.0716 0.0848
H -7.2580 -2.5493 -0.4338
C 5.0347 -3.2050 -5.4564
C 3.7079 -3.3109 -6.2124
O 2.8588 -4.1845 -5.4958
P 1.2811 -4.0689 -5.6116
O 0.8007 -4.1722 -6.9755
O 0.8898 -2.6168 -4.9925
C 1.3015 -2.3765 -3.6195
C 1.2838 -0.8756 -3.2408
O 0.8567 -5.1176 -4.4963
C 1.3012 -6.4882 -4.7776
C 1.1211 -7.2924 -3.5019
H 4.8875 -3.2870 -4.3979
H 5.7455 -4.0598 -5.6900
H 5.6290 -2.3583 -5.4953
H 3.2360 -2.3030 -6.3415
H 3.8649 -3.6964 -7.2266
H 0.6938 -2.9984 -2.9362
H 2.3413 -2.6406 -3.4856
H 0.3345 -0.4729 -3.0627
H 1.9072 -0.8957 -2.3837
H 1.7487 -0.2186 -4.0095
H 0.7551 -6.9762 -5.5659
H 2.3443 -6.4342 -5.1173
H 1.4297 -8.3087 -3.6734
H 1.5692 -6.8393 -2.6075
H 0.0323 -7.3523 -3.3580
C 2.9434 1.5102 2.4512
C 3.8796 1.6403 3.5794
O 3.1160 2.0701 4.7614
P 3.9439 2.2977 6.1341
O 4.5048 3.6505 6.2761
O 2.6575 1.9702 7.0497
C 2.0397 3.0190 7.8239
C 1.3589 4.0933 6.9959
O 4.9298 1.1638 6.3879
C 4.5125 -0.2112 6.4075
C 3.9112 -0.5583 7.7594
H 3.5329 1.2907 1.5870
H 2.3065 0.6016 2.6424
H 2.3028 2.3772 2.3514
H 4.3347 0.6781 3.7187
H 4.6221 2.4374 3.3280
H 1.3315 2.4778 8.4412
H 2.7266 3.4180 8.6079
H 1.2030 4.9103 7.6438
H 1.9682 4.4046 6.1041
H 0.4296 3.6566 6.6264
H 3.7628 -0.4068 5.6710
H 5.4431 -0.8033 6.2644
H 3.6381 -1.6359 7.8051
H 4.6278 -0.4689 8.5948
H 3.0306 0.0493 8.0770
C 4.7386 -6.4525 -0.8954
C 4.9325 -5.2047 -1.7524
O 6.0043 -4.4482 -1.1213
P 5.7884 -3.2957 -0.0631
O 4.4354 -3.2847 0.4857
O 6.9922 -3.4585 0.9824
C 8.3963 -3.3013 0.5855
C 8.8618 -1.8327 0.6153
O 6.1024 -1.9780 -0.8964
C 5.7597 -0.6728 -0.4475
C 4.3729 -0.2691 -0.8573
H 5.6345 -7.0549 -0.7723
H 4.5474 -5.9918 0.0523
H 3.8710 -7.1119 -1.1686
H 5.2854 -5.2291 -2.7975
H 4.0257 -4.5626 -1.7457
H 8.9653 -3.8831 1.3107
H 8.5805 -3.8843 -0.3819
H 9.9030 -1.8278 0.3874
H 8.3614 -1.2581 -0.1480
H 8.6552 -1.4129 1.6058
H 5.8966 -0.5483 0.6440
H 6.4362 0.0571 -0.9565
H 4.0971 0.7690 -0.6880
H 4.3830 -0.3442 -1.9610
H 3.6311 -0.9510 -0.4809
C 8.5251 -2.2662 -3.2931
C 7.6208 -1.3580 -4.0232
O 8.1245 -0.0281 -3.9131
P 7.3224 1.1214 -4.6325
O 6.8582 0.6750 -5.9005
O 6.2203 1.5706 -3.6462
C 5.2705 2.5965 -3.8947
C 3.8724 2.0680 -4.2392
O 8.3071 2.3689 -4.5825
C 9.4793 2.2882 -5.4327
C 10.1316 3.7064 -5.5786
H 8.6616 -1.8631 -2.3010
H 8.1193 -3.2778 -3.2501
H 9.4685 -2.4422 -3.7848
H 7.5587 -1.6173 -5.0491
H 6.5708 -1.3839 -3.7592
H 5.1450 3.1580 -2.9200
H 5.6096 3.2343 -4.6980
H 3.0909 2.7973 -4.4629
H 3.9014 1.3499 -5.1165
H 3.5236 1.3972 -3.4212
H 10.2137 1.6427 -5.0008
H 9.1888 1.8191 -6.3294
H 10.1476 4.2385 -4.5840
H 11.1644 3.7016 -5.8200
H 9.5538 4.3294 -6.2500

---

A structure of composition C26H25N2O4S2V, computed with wB97M-V/def2-TZVPD.

For the HOMO-LUMO gap (alpha / beta), the calculation gives 6.3334 / 6.2096 eV. The LUMO energy (alpha / beta) is -7.508 / -7.631 eV. The HOMO energy (alpha / beta) is -0.5087 / -0.5087 Ha. As for the energy relative to the best compared isomer or geometry (same formula, charge and spin): 0.000 eV. The value obtained for the total energy is -85880.728 eV. As for the net charge: +2.

Element x y z (Å)
V 0.4011 -0.9449 1.0180
C 0.0985 2.0661 3.1434
C -0.1627 0.6895 3.6484
N 0.1961 -0.4219 3.0296
C -0.1602 -1.5626 3.7398
C -0.8233 -1.3088 4.8891
S -0.9529 0.3809 5.1269
C 0.2774 -2.8323 3.1610
C 0.3765 -4.0587 3.7176
S 1.0543 -5.1581 2.5917
C 1.1961 -3.9348 1.4204
N 0.7541 -2.7693 1.8570
C 1.7549 -4.1700 0.0637
H 0.8275 2.0444 2.3339
H 0.4931 2.6962 3.9397
H -0.8209 2.5253 2.7782
H -1.2134 -2.0109 5.6079
H 0.1074 -4.3665 4.7148
H 1.8762 -5.2332 -0.1302
H 2.7326 -3.6916 -0.0250
H 1.0889 -3.7477 -0.6874
C 3.1540 -1.3216 -2.0618
C 2.1100 -0.3228 -1.5118
C 2.7989 1.0574 -1.4123
C 1.7856 -0.6786 -0.0941
C 0.8613 -0.2963 -2.3936
C 0.2266 -1.4879 -2.7415
C -0.9287 -1.4898 -3.5053
C -1.4715 -0.2904 -3.9487
C -0.8416 0.9002 -3.6258
C 0.3142 0.8971 -2.8538
H 4.0363 -1.3543 -1.4192
H 3.4639 -0.9880 -3.0513
H 2.7545 -2.3282 -2.1607
H 3.7216 0.9766 -0.8376
H 2.1625 1.8098 -0.9431
H 3.0532 1.3965 -2.4159
H 2.6506 -0.6280 0.6026
H 0.6368 -2.4378 -2.4209
H -1.4000 -2.4282 -3.7659
H -2.3657 -0.2893 -4.5572
H -1.2409 1.8397 -3.9856
H 0.7865 1.8443 -2.6298
O -3.1885 -1.3867 -0.3202
C -2.3476 -0.5813 -0.2052
O -0.9675 -1.1054 0.0742
C -2.3353 0.8723 -0.2430
C -3.5451 1.4895 -0.5554
C -3.6583 2.8748 -0.6274
C -2.5216 3.6053 -0.3666
O -2.3623 4.9364 -0.3739
C -0.9843 5.2055 -0.0985
O -0.3587 3.9371 0.1722
C -1.3081 2.9924 -0.0417
C -1.1797 1.6377 0.0200
H -4.4081 0.8671 -0.7487
H -4.5921 3.3573 -0.8776
H -0.9062 5.8456 0.7782
H -0.5194 5.6639 -0.9708
H -0.1868 1.2169 0.1795

---

Q: The highest total energy belongs to which entry?
A: C4H2N2OS

---

Q: The highest net charge belongs to which entry?
A: C26H25N2O4S2V

---

Q: Among the records above, which one has the highest energy relative to the best compared isomer or geometry (same formula, charge and spin)?
A: C84H210N7O28P7